Entry 1:
A structure of composition C5H19AgN6O5 at a distorted geometry, computed with the ωB97M-V functional and the def2-TZVPD basis.

Properties
**2S+1**: 1
**E_LUMO**: -2.93 eV
**ΔE to the lowest compared entry with this formula, charge and spin**: 315.93 kJ/mol

XYZ file:
```
36
C5H19AgN6O5 (the ωB97M-V functional and the def2-TZVPD basis)
Ag -1.55 -0.04 4.76
O -0.68 -1.14 1.90
H -0.19 -1.29 1.06
C 1.67 3.73 -1.37
C 0.93 3.00 -0.13
O -0.17 2.29 -0.63
H 1.79 2.96 -2.12
H 2.67 4.10 -1.14
H 1.04 4.53 -1.77
H 0.50 3.67 0.60
H 1.47 2.24 0.44
H -0.36 1.50 -0.12
C -5.26 0.58 2.55
O -5.39 -0.35 3.28
N -4.11 0.89 2.06
N -6.23 1.39 2.28
H -3.47 0.11 2.02
H -3.94 1.71 1.48
H -6.10 2.30 1.86
H -7.18 1.16 2.55
C 0.18 -2.56 -3.55
O 0.53 -3.43 -4.32
N -0.49 -2.65 -2.42
N 0.94 -1.44 -3.51
H -0.74 -1.82 -1.91
H -0.75 -3.53 -2.02
H 1.11 -0.93 -2.66
H 1.64 -1.42 -4.23
C 3.78 -2.36 0.76
O 2.93 -3.25 0.99
N 4.63 -1.91 1.61
N 3.87 -1.81 -0.46
H 4.33 -2.12 2.55
H 4.86 -0.98 1.29
H 4.41 -0.96 -0.45
H 3.32 -2.18 -1.23
```

***

Entry 2:
The molecule C18H33N7O2 at a distorted geometry, computed with the ωB97M-V functional and the def2-TZVPD basis.

Properties
**2S+1**: 1
**E_LUMO**: 0.68 eV
**SMILES string**: CC1CCN(Cc2nnnn2CCCC(=O)NCCN2CCOCC2)CC1

XYZ file:
```
60
C18H33N7O2 (the ωB97M-V functional and the def2-TZVPD basis)
C -0.88 2.41 4.85
H -1.52 2.16 5.69
H -1.29 3.28 4.35
C -0.78 1.24 3.87
C -0.21 -0.01 4.56
C -0.08 -1.15 3.56
N 0.79 -0.75 2.47
C 0.22 0.38 1.74
C 0.11 1.58 2.68
H -0.30 2.43 2.13
H 1.11 1.84 3.03
H 0.87 0.61 0.90
H -0.78 0.13 1.35
C 1.20 -1.82 1.61
C 0.12 -2.52 0.84
N -1.16 -2.25 0.82
N -1.72 -3.10 -0.04
N -0.85 -3.88 -0.53
N 0.34 -3.56 0.00
C 1.53 -4.25 -0.40
H 2.14 -4.45 0.49
C 2.35 -3.47 -1.44
H 3.09 -4.14 -1.86
C 1.45 -2.89 -2.53
C 0.78 -1.62 -2.03
O 1.38 -0.81 -1.34
N -0.51 -1.47 -2.39
H -0.96 -2.18 -2.94
C -1.34 -0.38 -1.92
H -2.29 -0.80 -1.60
H -0.85 0.07 -1.06
C -1.57 0.72 -2.98
N -1.03 1.98 -2.53
C 0.42 2.04 -2.60
H 0.85 1.20 -2.07
H 0.77 2.02 -3.66
C 0.89 3.34 -1.96
H 1.98 3.45 -2.04
O 0.34 4.47 -2.59
C -1.07 4.40 -2.56
H -1.43 5.29 -3.09
C -1.59 3.13 -3.23
H -2.68 3.10 -3.15
H -1.31 3.14 -4.30
H -1.42 4.43 -1.52
H 0.61 3.34 -0.89
H -1.12 0.40 -3.94
H -2.64 0.85 -3.15
H 2.07 -2.60 -3.39
H 0.72 -3.62 -2.86
H 2.87 -2.64 -0.96
H 1.20 -5.20 -0.83
H 1.73 -2.57 2.22
H 1.91 -1.41 0.88
H 0.37 -2.02 4.05
H -1.08 -1.44 3.19
H -0.85 -0.31 5.38
H 0.78 0.23 4.95
H -1.78 1.00 3.51
H 0.11 2.67 5.23
```

***

Entry 3:
A structure of composition C22H45BF4I2N4O4P at a distorted geometry, computed with the ωB97M-V functional and the def2-TZVPD basis.

Properties
**2S+1**: 1
**E_LUMO**: -3.43 eV
**Total charge**: +1

XYZ file:
```
83
C22H45BF4I2N4O4P (the ωB97M-V functional and the def2-TZVPD basis)
C -2.79 -3.46 -3.52
C -3.58 -2.38 -2.57
C -2.73 -1.99 -1.18
C -1.19 -1.44 -1.56
O -0.59 -0.81 -0.45
N 0.39 0.07 -0.52
B 1.29 -0.22 -1.73
O 1.89 -1.52 -2.09
O 1.67 0.70 -2.82
C 1.75 0.10 -4.14
C 1.14 -0.34 0.79
I 3.24 0.33 0.30
C 1.36 -1.82 1.28
C 2.02 -3.11 0.59
C 0.99 -4.00 -0.40
C 3.57 -3.13 0.13
C 0.42 0.50 2.09
C -0.14 -0.41 3.34
C -1.03 0.22 4.51
F -0.27 0.89 5.63
C 1.57 1.35 2.96
N 2.65 0.57 3.63
C 3.88 1.45 3.81
C -0.64 1.59 1.35
P -2.53 1.11 1.26
N -2.90 -0.54 1.79
O -3.54 1.96 2.47
C -0.81 3.07 2.01
F -1.82 3.95 1.31
F 0.35 3.99 2.16
F -1.19 3.10 3.46
C -0.20 1.51 -0.32
C 0.78 2.79 -0.60
N 0.31 4.17 -0.72
C -1.46 1.87 -1.36
C -1.20 2.01 -2.93
C -0.55 3.30 -3.62
I -3.29 2.05 -3.78
H -1.79 -2.92 -3.89
H -2.55 -4.45 -2.96
H -3.45 -3.64 -4.48
H -3.62 -1.36 -3.18
H -4.70 -2.66 -2.34
H -2.71 -2.85 -0.39
H -3.28 -1.00 -0.78
H -1.46 -0.76 -2.51
H -0.71 -2.45 -1.97
H 1.30 -2.12 -2.61
H 2.77 -0.48 -4.33
H 1.69 0.93 -4.99
H 0.86 -0.65 -4.37
H 1.98 -1.73 2.30
H 0.28 -2.31 1.46
H 2.06 -3.89 1.51
H 0.99 -5.15 -0.09
H -0.10 -3.63 -0.23
H 1.35 -4.00 -1.52
H 4.24 -2.50 0.89
H 3.98 -4.25 0.24
H 3.82 -2.83 -0.97
H -0.80 -1.35 2.99
H 0.72 -1.01 3.91
H -1.50 -0.71 5.10
H -2.00 0.83 4.20
H 2.11 2.19 2.32
H 1.07 2.01 3.83
H 2.39 0.23 4.58
H 3.57 2.33 4.52
H 4.76 0.85 4.34
H 4.27 1.91 2.80
H -2.28 -1.28 1.43
H -3.10 -0.62 2.81
H -4.37 1.42 2.59
H 1.54 2.79 0.33
H 1.53 2.72 -1.50
H 1.10 4.78 -1.05
H -0.60 4.41 -1.09
H -2.29 1.02 -1.39
H -2.07 2.83 -0.99
H -0.79 1.05 -3.50
H 0.64 3.26 -3.46
H -0.69 3.21 -4.80
H -0.98 4.34 -3.30
```

***

Entry 4:
A structure of composition C24H27BrCoN4O8P2, computed with the ωB97M-V functional and the def2-TZVPD basis.

Properties
**2S+1**: 5
**E_LUMO (alpha / beta)**: 1.48 / 1.24 eV
**ΔE to the lowest compared entry with this formula, charge and spin**: 46.44 kJ/mol
**Total charge**: -1

XYZ file:
```
67
C24H27BrCoN4O8P2 (the ωB97M-V functional and the def2-TZVPD basis)
Co 1.13 1.07 -1.29
Br -8.11 -2.31 3.22
C -6.47 -3.16 2.79
C -5.88 -2.93 1.55
C -4.69 -3.54 1.23
C -4.06 -4.39 2.16
C -4.68 -4.62 3.40
C -5.87 -4.00 3.72
N -2.84 -5.02 1.95
N -2.30 -4.82 0.78
C -1.46 -3.86 0.43
C -1.07 -3.81 -0.93
C -0.30 -2.80 -1.44
C 0.18 -1.74 -0.64
O 0.91 -0.83 -1.17
C -0.14 -1.78 0.78
N 0.37 -0.79 1.55
C 0.19 -0.84 2.84
C -0.51 -1.88 3.48
C -1.06 -2.87 2.72
C -0.91 -2.84 1.32
H -6.36 -2.27 0.84
H -4.23 -3.37 0.27
H -4.19 -5.28 4.10
H -6.34 -4.17 4.68
H -1.44 -4.60 -1.57
H -0.04 -2.77 -2.49
H 0.62 -0.04 3.42
H -0.60 -1.88 4.56
H -1.60 -3.68 3.18
C 2.48 5.06 1.92
C 1.93 3.90 1.11
O 0.55 3.71 1.47
P 2.69 2.29 1.52
O 2.11 1.99 2.96
O 4.23 2.49 1.86
O 2.47 1.27 0.48
P 2.02 4.18 -0.71
O 3.58 3.77 -0.91
O 1.75 5.58 -1.07
O 1.14 3.08 -1.26
H 2.26 4.92 2.98
H 2.01 5.98 1.56
H 3.56 5.14 1.79
H 0.10 3.34 0.68
H 1.20 2.33 2.97
H 4.76 2.34 1.07
H 3.88 3.92 -1.82
C -0.77 1.26 -0.78
H -1.29 0.46 -1.30
H -1.06 2.25 -1.09
H -0.74 1.10 0.30
C 0.25 2.69 -4.19
C 1.42 1.76 -4.24
C 2.21 1.45 -5.33
C 3.19 0.53 -4.87
C 2.93 0.31 -3.53
C 3.65 -0.59 -2.58
N 1.85 1.07 -3.14
H -0.07 2.92 -5.21
H 0.47 3.63 -3.68
H -0.60 2.24 -3.67
H 2.10 1.85 -6.32
H 3.98 0.07 -5.44
H 4.70 -0.66 -2.85
H 3.23 -1.60 -2.56
H 3.60 -0.22 -1.55
```

***

Entry 5:
A cluster of 2 separate species, CH3FO3 in total at a distorted geometry, computed with the ωB97M-V functional and the def2-TZVPD basis.

Properties
**2S+1**: 1
**E_LUMO**: 0.57 eV
**ΔE to the lowest compared entry with this formula, charge and spin**: 228.34 kJ/mol

XYZ file:
```
8
CH3FO3 (the ωB97M-V functional and the def2-TZVPD basis)
C 0.30 -0.25 0.23
O 0.93 -0.86 -0.70
O -0.86 0.89 -0.78
O 1.11 0.49 1.03
F -0.70 -0.88 0.87
H 0.44 -0.68 -1.47
H -1.71 0.34 -0.76
H 0.49 0.93 1.58
```

***

Entry 6:
A structure of composition C24H28IN4Pd at a distorted geometry, computed with the ωB97M-V functional and the def2-TZVPD basis.

Properties
**2S+1**: 4
**E_LUMO (alpha / beta)**: -16.97 / -20.64 eV
**Total charge**: +6

XYZ file:
```
58
C24H28IN4Pd (the ωB97M-V functional and the def2-TZVPD basis)
Pd -1.70 1.67 -4.33
I -2.78 1.44 -1.87
C -3.09 4.01 1.19
N -1.69 4.51 1.28
C -0.81 3.94 0.47
C 0.44 4.44 0.45
C 0.92 5.45 1.27
C 0.07 5.84 2.31
C -1.32 5.37 2.23
C 2.27 5.92 1.10
C 3.04 6.10 2.26
C 4.32 6.56 2.16
N 4.89 6.90 0.95
C 4.22 6.73 -0.16
C 2.88 6.27 -0.16
C 6.33 7.22 1.03
H -3.66 4.57 0.45
H -3.62 4.11 2.14
H -3.09 2.98 0.83
H -1.18 3.12 -0.13
H 1.11 3.93 -0.23
H 0.32 6.47 3.15
H -2.00 5.55 3.06
H 2.71 5.84 3.26
H 4.91 6.73 3.04
H 4.70 7.12 -1.05
H 2.32 6.08 -1.06
H 6.76 6.55 1.77
H 6.47 8.29 1.22
H 6.76 7.04 0.05
C -3.39 -1.41 0.86
N -2.76 -2.66 0.32
C -2.45 -2.77 -1.04
C -2.03 -4.01 -1.61
C -1.76 -5.06 -0.72
C -1.97 -4.88 0.65
C -2.56 -3.74 1.11
C -1.14 -6.35 -1.17
C 0.09 -6.88 -0.68
C 0.61 -8.08 -1.21
N -0.02 -8.76 -2.19
C -1.15 -8.21 -2.78
C -1.77 -7.09 -2.21
C 0.39 -10.18 -2.64
H -2.94 -0.57 0.34
H -3.51 -1.42 1.95
H -4.41 -1.40 0.48
H -2.70 -1.97 -1.73
H -1.80 -3.98 -2.67
H -1.67 -5.66 1.34
H -2.72 -3.66 2.18
H 0.72 -6.46 0.09
H 1.49 -8.61 -0.86
H -1.70 -8.76 -3.53
H -2.77 -6.91 -2.58
H 1.37 -10.48 -2.25
H 0.54 -9.95 -3.70
H -0.49 -10.79 -2.45
```

***

Entry 7:
A cluster of 2 separate species, C3H8BN in total at a distorted geometry, computed with the ωB97M-V functional and the def2-TZVPD basis.

Properties
**2S+1**: 1
**E_LUMO (alpha / beta)**: -0.66 / -0.52 eV
**ΔE to the lowest compared entry with this formula, charge and spin**: 472.38 kJ/mol

XYZ file:
```
13
C3H8BN (the ωB97M-V functional and the def2-TZVPD basis)
B -0.34 -2.10 -0.44
C 0.58 1.38 -0.15
C -0.87 1.21 -0.20
C -0.13 0.31 0.72
N 0.12 -1.09 0.31
H 0.29 -3.07 -0.53
H -1.37 -1.92 -0.84
H 1.24 1.02 -0.92
H 1.13 2.25 0.41
H -1.46 1.92 0.28
H -0.98 0.78 -1.20
H -0.14 0.44 1.84
H 1.91 -1.12 0.72
```

***

Entry 8:
The molecule C3H6Br2Si at a distorted geometry, computed with the ωB97M-V functional and the def2-TZVPD basis.

Properties
**2S+1**: 1
**E_LUMO**: 0.61 eV
**ΔE to the lowest compared entry with this formula, charge and spin**: 50.43 kJ/mol
**SMILES string**: C=CC[SiH](Br)Br

XYZ file:
```
12
C3H6Br2Si (the ωB97M-V functional and the def2-TZVPD basis)
C -1.23 -0.19 -1.54
C -0.39 0.48 -0.73
C 0.10 0.09 0.63
Si 2.06 -0.09 0.83
Br 3.17 1.64 -0.23
Br 2.67 -2.03 -0.08
H -1.62 0.29 -2.41
H -1.47 -1.24 -1.37
H 0.05 1.39 -1.15
H -0.40 -0.63 1.31
H 0.14 1.05 1.13
H 2.85 -0.13 2.16
```

***

Entry 9:
A structure of composition C12H21N7O3 at a distorted geometry, computed with the ωB97M-V functional and the def2-TZVPD basis.

Properties
**2S+1**: 1
**E_LUMO**: 0.24 eV
**ΔE to the lowest compared entry with this formula, charge and spin**: 783.62 kJ/mol

XYZ file:
```
43
C12H21N7O3 (the ωB97M-V functional and the def2-TZVPD basis)
C 2.97 -1.43 -0.16
C 1.44 -1.61 -0.26
C 3.40 -0.18 -1.00
C 3.44 1.10 -0.30
C 4.52 1.99 -0.28
C 2.72 2.76 0.77
C -0.65 -0.61 0.16
C -0.92 -1.06 1.74
C -1.48 -1.47 -0.84
C -2.29 -0.68 -1.81
C -3.68 -0.54 -1.16
C -4.29 1.50 -0.09
H 3.90 -3.20 0.69
H 3.01 -3.43 -1.05
H 2.94 -1.11 0.97
H 4.35 -0.27 -1.45
H 2.62 -0.31 -1.81
H 5.42 2.01 -0.87
H 2.10 3.49 1.24
H 4.59 3.81 0.72
H 1.27 0.36 0.23
H -1.13 0.36 0.06
H -0.76 -2.14 -1.37
H -2.23 -2.03 -0.17
H -2.59 -1.03 -2.96
H -1.86 0.32 -2.16
H -4.21 0.14 -1.85
H -4.33 -1.50 -1.23
H -4.42 -0.40 0.77
H -5.34 2.72 0.89
H -2.66 1.75 -1.16
H -4.02 3.32 -1.23
H -2.70 -0.86 1.32
N 3.80 -2.58 -0.41
N 2.23 1.68 0.24
N 3.98 3.14 0.31
N 0.73 -0.36 -0.36
N -3.72 0.05 0.18
N -5.45 1.81 0.52
N -3.65 2.17 -0.95
O 0.90 -2.69 -0.36
O 0.01 -1.13 2.50
O -2.22 -1.44 2.00
```

***

Entry 10:
A cluster of 2 separate species, C4H8N2OS in total at a distorted geometry, computed with the ωB97M-V functional and the def2-TZVPD basis.

Properties
**2S+1**: 1
**E_LUMO**: 0.23 eV
**ΔE to the lowest compared entry with this formula, charge and spin**: 412.45 kJ/mol

XYZ file:
```
16
C4H8N2OS (the ωB97M-V functional and the def2-TZVPD basis)
C -0.03 0.84 -1.16
C -0.19 -0.49 -0.53
C 1.02 -0.89 0.32
C -0.85 -0.28 0.94
H 0.14 2.85 -0.45
H 0.61 1.76 0.82
H -1.50 -1.00 -2.09
H 0.89 -1.93 0.44
H 2.02 -0.59 -0.13
H 0.53 -0.91 2.33
H -1.24 -1.25 1.47
H -1.40 0.67 0.99
N 0.19 1.82 -0.15
N 0.58 -0.17 1.51
O -0.47 -1.55 -1.43
S -0.32 1.12 -2.86
```

***

Entry 11:
A structure of composition C29H20ClIrN4O2 at a distorted geometry, computed with the ωB97M-V functional and the def2-TZVPD basis.

Properties
**2S+1**: 1
**E_LUMO**: -0.71 eV
**ΔE to the lowest compared entry with this formula, charge and spin**: 0.00 kJ/mol

XYZ file:
```
57
C29H20ClIrN4O2 (the ωB97M-V functional and the def2-TZVPD basis)
Ir 0.13 0.00 -0.30
C -1.33 -0.92 -1.29
C -2.12 -1.78 -0.35
C -1.78 -3.10 -0.08
C -2.49 -3.83 0.86
C -3.57 -3.25 1.52
C -3.95 -1.95 1.23
C -3.22 -1.22 0.30
C -4.29 -4.00 2.53
N -4.84 -4.58 3.35
H -1.95 -0.13 -1.71
H -0.81 -1.49 -2.07
H -0.94 -3.55 -0.60
H -2.22 -4.86 1.07
H -4.80 -1.51 1.73
H -3.50 -0.20 0.07
N -1.16 1.42 5.64
C -0.86 1.09 4.36
C -1.28 -0.12 3.80
C -0.97 -0.41 2.50
N -0.30 0.44 1.71
C 0.12 1.60 2.24
C -0.13 1.96 3.54
H -1.60 0.76 6.25
H -0.78 2.25 6.06
H -1.84 -0.84 4.39
H -1.24 -1.36 2.06
H 0.66 2.26 1.57
H 0.24 2.90 3.91
Cl 5.67 -6.25 -1.63
C 4.55 -4.96 -1.31
C 3.45 -5.21 -0.51
C 2.56 -4.17 -0.27
C 2.76 -2.92 -0.83
C 3.88 -2.69 -1.63
C 4.78 -3.71 -1.87
C 1.77 -1.84 -0.61
O 1.72 -0.85 -1.41
O 0.96 -1.90 0.36
H 3.29 -6.19 -0.09
H 1.69 -4.33 0.37
H 4.03 -1.71 -2.07
H 5.66 -3.55 -2.48
N 0.63 8.90 -4.63
C 0.53 7.87 -4.13
C 0.40 6.58 -3.50
C -0.36 6.45 -2.34
C -0.47 5.21 -1.73
C 0.17 4.09 -2.26
C 0.92 4.24 -3.43
C 1.04 5.47 -4.04
C 0.07 2.81 -1.62
C -0.02 1.72 -1.09
H -0.85 7.31 -1.92
H -1.06 5.10 -0.83
H 1.42 3.37 -3.85
H 1.63 5.58 -4.95
```

***

no.,calculated total energy (hartree)
1,-1053.47173
2,-1239.43832
3,-2745.56409
4,-6391.42103
5,-365.43662
6,-1573.15293
7,-198.52238
8,-5555.47544
9,-1078.65702
10,-740.00492
11,-2051.09147